1.
# C30H53AlAs2N3OP

C30H53AlAs2N3OP as an isolated structure (ωB97M-V/def2-TZVPD, OMol25).

Geometry as XYZ:
```
91
Properties=species:S:1:pos:R:3
Al -0.071 0.331 -1.193
C 3.643 0.427 -3.019
C 2.210 0.831 -3.077
O 1.354 0.328 -2.303
N 1.826 1.701 -3.989
C 0.422 2.056 -4.177
C -0.137 2.901 -3.054
C -0.256 4.272 -3.193
C -0.864 5.011 -2.187
C -1.351 4.346 -1.074
C -1.176 2.978 -0.996
N -0.572 2.261 -1.955
H 3.800 -0.240 -2.177
H 4.295 1.296 -2.922
H 3.923 -0.088 -3.940
H 2.519 2.129 -4.583
H -0.163 1.137 -4.245
H 0.337 2.594 -5.116
H 0.107 4.755 -4.090
H -0.969 6.084 -2.279
H -1.845 4.880 -0.275
H -1.500 2.401 -0.139
C -3.759 0.429 -2.687
As -2.609 -0.091 -1.200
C -3.594 0.663 0.301
C -2.966 -1.988 -1.065
C -4.254 -2.446 -0.804
C -4.520 -3.804 -0.744
C -3.495 -4.717 -0.949
C -2.212 -4.269 -1.220
C -1.937 -2.907 -1.281
As -0.182 -2.267 -1.807
C 1.002 -3.771 -1.388
C -0.362 -2.552 -3.737
H -4.796 0.203 -2.445
H -3.480 -0.114 -3.589
H -3.662 1.499 -2.871
H -4.442 0.028 0.548
H -3.957 1.653 0.027
H -2.941 0.732 1.168
H -5.064 -1.741 -0.652
H -5.525 -4.150 -0.544
H -3.697 -5.779 -0.907
H -1.420 -4.988 -1.392
H 0.947 -4.507 -2.187
H 0.713 -4.225 -0.443
H 2.028 -3.416 -1.303
H -0.824 -3.523 -3.904
H 0.618 -2.537 -4.216
H -0.992 -1.785 -4.188
C -1.451 -1.049 2.775
C 0.076 -1.143 2.905
C 0.485 -2.474 2.260
C 0.494 -1.168 4.379
P 0.874 0.260 1.907
N 0.114 0.397 0.531
C 2.716 -0.143 1.608
C 3.530 -0.506 2.853
C 3.330 1.097 0.941
C 2.843 -1.302 0.607
C 0.735 1.888 2.877
C -0.669 2.018 3.482
C 0.873 3.063 1.897
C 1.770 2.025 3.999
H -1.893 -1.973 3.156
H -1.733 -0.945 1.726
H -1.877 -0.231 3.348
H -0.169 -3.262 2.636
H 1.504 -2.755 2.519
H 0.372 -2.426 1.175
H 0.093 -2.074 4.839
H 0.106 -0.322 4.941
H 1.577 -1.190 4.497
H 3.545 0.282 3.601
H 4.563 -0.688 2.545
H 3.170 -1.423 3.320
H 3.369 1.952 1.612
H 2.767 1.369 0.044
H 4.359 0.875 0.646
H 2.730 -2.270 1.085
H 3.848 -1.277 0.177
H 2.109 -1.217 -0.195
H -1.433 1.832 2.728
H -0.799 3.042 3.840
H -0.830 1.361 4.333
H -0.058 3.202 1.354
H 1.673 2.937 1.171
H 1.067 3.974 2.467
H 1.773 1.161 4.663
H 1.518 2.902 4.599
H 2.777 2.179 3.613
```

Kohn-Sham gap = 7.91 eV
Net charge = +2
LUMO = -5.39 eV



2.
# C30H54BBrF3N3O13P

A 6-piece molecular cluster, C30H54BBrF3N3O13P overall (ωB97M-V/def2-TZVPD, OMol25).

Geometry as XYZ:
```
106
Properties=species:S:1:pos:R:3
C -3.893 -1.974 -1.809
C -3.145 -2.553 -3.108
Br -3.485 -4.537 -3.221
C -1.580 -2.197 -3.193
C -1.377 -0.618 -2.961
C -0.884 -0.098 -1.566
P -0.442 -1.199 -0.094
N -1.654 -1.505 0.901
C -0.743 1.435 -1.386
C -0.279 2.152 -0.019
O 0.938 2.273 0.175
O -1.323 2.634 0.846
C -1.409 4.050 0.822
F -1.856 4.581 -0.415
F -0.212 4.714 1.144
F -2.376 4.417 1.782
C -1.095 2.400 -2.560
C -1.532 1.759 -3.889
N -1.655 0.313 -4.052
B -2.095 -0.138 -5.443
N -1.067 -0.727 -6.382
O -3.432 -0.019 -5.935
H -3.224 -1.391 -1.093
H -4.706 -1.230 -2.161
H -4.408 -2.795 -1.206
H -3.671 -2.113 -4.023
H -1.122 -2.560 -4.187
H -0.965 -2.727 -2.373
H 0.556 -0.484 0.680
H 0.157 -2.420 -0.602
H -1.451 -1.133 1.844
H -1.024 3.531 -2.502
H -1.796 2.450 -4.769
H -1.230 -1.744 -6.461
H -0.157 -0.519 -5.945
H -3.409 0.265 -6.879
O 2.231 3.700 8.027
C 1.863 4.133 6.960
O 0.752 3.643 6.378
C 0.122 4.219 5.225
C 0.742 3.693 3.947
C 2.685 5.151 6.219
H 0.129 5.310 5.276
H -0.927 3.916 5.267
H 1.796 3.966 3.870
H 0.218 4.088 3.075
H 0.694 2.601 3.921
H 3.444 4.637 5.625
H 3.178 5.794 6.950
H 2.097 5.808 5.581
O 2.141 -3.490 0.486
C 3.024 -3.167 1.261
O 2.836 -3.274 2.584
C 3.874 -3.115 3.566
C 4.046 -1.657 3.943
C 4.299 -2.554 0.753
H 4.807 -3.574 3.231
H 3.552 -3.677 4.445
H 4.359 -1.055 3.088
H 4.792 -1.550 4.733
H 3.099 -1.240 4.295
H 4.158 -1.478 0.634
H 4.531 -2.994 -0.218
H 5.160 -2.747 1.389
O -3.408 -0.711 3.062
C -3.825 0.364 3.431
O -3.875 0.655 4.743
C -4.156 1.960 5.273
C -5.649 2.182 5.405
C -4.382 1.352 2.445
H -3.667 2.739 4.683
H -3.700 1.991 6.265
H -6.148 2.149 4.434
H -5.854 3.151 5.865
H -6.099 1.398 6.020
H -5.436 1.128 2.267
H -3.831 1.251 1.507
H -4.271 2.390 2.754
O -0.947 2.552 -6.397
C -0.240 3.261 -7.092
O 0.923 3.718 -6.615
C 1.920 4.385 -7.410
C 1.639 5.871 -7.499
C -0.700 3.711 -8.448
H 2.018 3.918 -8.392
H 2.872 4.230 -6.898
H 0.688 6.072 -7.996
H 2.432 6.380 -8.051
H 1.572 6.307 -6.499
H -1.308 4.611 -8.341
H -1.308 2.918 -8.887
H 0.113 3.893 -9.147
O 5.188 -9.549 2.011
C 4.152 -8.994 1.727
O 4.110 -8.123 0.702
C 2.902 -7.571 0.158
C 2.478 -6.333 0.922
C 2.920 -9.190 2.566
H 2.112 -8.324 0.107
H 3.130 -7.294 -0.875
H 2.250 -6.566 1.965
H 1.594 -5.883 0.467
H 3.282 -5.596 0.931
H 2.938 -8.489 3.402
H 2.926 -10.210 2.955
H 1.990 -9.082 2.011
```

Kohn-Sham gap = 6.49 eV
Net charge = +1
LUMO = -4.70 eV



3.
# C30H54BeBrCaCl5N3O8Rb

C30H54BeBrCaCl5N3O8Rb as an isolated structure (ωB97M-V/def2-TZVPD, OMol25).

Geometry as XYZ:
```
104
Properties=species:S:1:pos:R:3
C 0.403 4.617 -2.717
C 1.215 3.322 -2.757
N 2.509 3.432 -3.446
C 2.927 2.204 -4.128
C 3.429 1.047 -3.278
C 2.368 0.158 -2.609
C 2.715 -1.367 -2.808
N 2.690 -2.056 -1.494
C 1.875 -1.182 -0.735
O 0.971 -1.532 -0.044
C 2.384 0.264 -1.086
C 3.551 3.986 -2.702
C 3.216 4.860 -1.524
O 4.709 3.787 -3.009
H 0.384 5.021 -1.711
H 0.903 5.369 -3.315
H -0.618 4.464 -3.037
H 0.639 2.608 -3.336
H 1.311 2.873 -1.769
H 2.110 1.827 -4.736
H 3.732 2.454 -4.804
H 3.996 0.413 -3.948
H 4.126 1.373 -2.513
H 1.361 0.225 -3.004
H 1.928 -1.850 -3.372
H 3.664 -1.574 -3.281
H 3.603 -1.970 -1.043
H 1.739 1.013 -0.635
H 3.356 0.473 -0.650
H 2.606 5.694 -1.850
H 4.137 5.278 -1.150
H 2.678 4.322 -0.753
Rb 0.608 -0.005 1.122
C -2.890 2.653 5.977
C -1.931 2.984 4.755
C -2.727 3.961 3.841
O -1.687 1.848 4.134
H -3.824 2.195 5.667
H -2.381 1.981 6.665
H -3.132 3.591 6.491
H -1.062 3.542 5.155
H -3.654 3.506 3.500
H -2.117 4.227 2.979
H -2.967 4.871 4.393
Cl 5.965 -2.705 -1.509
C 6.380 -3.171 -3.134
C 6.662 -2.212 -4.094
Cl 6.635 -0.528 -3.716
C 6.985 -2.607 -5.387
C 7.010 -3.954 -5.711
C 6.735 -4.907 -4.743
C 6.420 -4.517 -3.452
H 7.189 -1.858 -6.137
H 7.248 -4.255 -6.721
H 6.761 -5.959 -4.992
H 6.201 -5.253 -2.692
C -3.661 0.800 9.527
Cl -5.320 0.859 9.822
Cl -3.300 -0.050 8.084
Cl -2.877 2.671 9.339
H -3.164 0.337 10.370
O 3.584 -1.823 -7.140
C 3.002 -1.065 -7.867
O 2.545 0.089 -7.333
C 1.999 1.169 -8.099
C 0.523 0.973 -8.374
C 2.697 -1.390 -9.308
H 2.565 1.334 -9.016
H 2.146 2.051 -7.478
H 0.342 0.087 -8.982
H 0.116 1.838 -8.897
H -0.019 0.842 -7.437
H 1.784 -1.982 -9.345
H 3.518 -1.986 -9.697
H 2.585 -0.518 -9.947
C -4.328 -0.277 3.656
O -5.462 -1.069 3.391
C -5.197 -2.247 2.635
C -5.412 -3.472 3.493
N -4.384 -3.541 4.521
C -4.609 -4.531 5.567
C -5.821 -4.338 6.468
O -5.750 -3.191 7.295
C -6.221 -1.999 6.698
H -4.671 0.636 4.138
H -3.625 -0.788 4.328
H -3.803 -0.004 2.736
H -4.184 -2.231 2.221
H -5.900 -2.268 1.799
H -5.368 -4.372 2.874
H -6.422 -3.403 3.917
H -4.317 -2.632 4.960
H -3.721 -4.528 6.204
H -4.667 -5.523 5.112
H -5.858 -5.194 7.145
H -6.765 -4.343 5.911
H -7.025 -2.189 5.984
H -5.423 -1.444 6.193
H -6.612 -1.361 7.489
Be 9.523 -1.623 -5.031
O -7.734 1.050 7.973
H -7.357 0.558 8.720
Br -5.337 3.576 8.836
Ca -1.650 3.526 11.397
```

Kohn-Sham gap = 0.88 eV
Net charge = +2
LUMO = -8.87 eV



4.
# C30H54ClEuPSi

C30H54ClEuPSi as an isolated structure (ωB97M-V/def2-TZVPD, OMol25).

Geometry as XYZ:
```
88
Properties=species:S:1:pos:R:3
Eu 0.602 0.297 0.968
Cl 0.904 -0.566 3.329
P -0.148 0.590 -2.084
C -1.472 0.420 -0.658
H -2.448 -0.191 -0.621
H -1.550 1.259 0.029
C 1.820 0.860 -2.392
C -0.807 2.273 -2.447
C 2.339 0.980 -3.848
H 1.990 1.840 -1.925
C 3.851 1.325 -3.954
H 2.183 0.024 -4.349
H 1.772 1.732 -4.434
C 4.754 0.359 -3.175
H 4.171 1.349 -5.004
H 4.008 2.341 -3.583
C 4.214 0.127 -1.754
H 4.763 -0.600 -3.699
H 5.798 0.735 -3.146
C 2.694 -0.187 -1.668
H 4.793 -0.679 -1.291
H 4.416 1.033 -1.177
H 2.497 -1.159 -2.129
H 2.448 -0.284 -0.582
C -0.610 -0.441 -3.632
C -2.301 2.148 -2.766
H -0.644 2.759 -1.472
C -2.943 3.534 -2.599
H -2.476 1.796 -3.774
H -2.754 1.415 -2.095
C -2.320 4.580 -3.527
H -4.028 3.457 -2.823
H -2.818 3.866 -1.576
C -0.809 4.621 -3.344
H -2.558 4.335 -4.548
H -2.760 5.593 -3.351
C -0.118 3.244 -3.444
H -0.384 5.291 -4.124
H -0.580 5.068 -2.385
H -0.218 2.863 -4.466
H 0.958 3.345 -3.240
C 0.136 -1.776 -3.758
H -1.646 -0.660 -3.366
C -0.599 -2.732 -4.715
H 1.170 -1.624 -4.069
H 0.222 -2.254 -2.760
C -0.802 -2.098 -6.087
H 0.024 -3.635 -4.849
H -1.569 -2.997 -4.296
C -1.391 -0.674 -6.027
H 0.137 -2.065 -6.634
H -1.449 -2.733 -6.728
C -0.638 0.224 -5.034
H -1.308 -0.229 -7.035
H -2.445 -0.744 -5.769
H 0.387 0.407 -5.374
H -1.132 1.206 -4.998
C 0.007 -2.627 -0.176
C -1.293 -2.256 -0.346
H 0.711 -2.374 -0.937
C -2.382 -2.582 0.626
H -1.539 -1.693 -1.256
C -1.827 -2.936 2.013
H -3.041 -1.708 0.749
H -3.003 -3.439 0.224
C -0.695 -3.973 1.876
H -1.398 -2.055 2.516
H -2.624 -3.374 2.638
C 0.452 -3.464 0.992
H -0.301 -4.224 2.861
H -1.088 -4.906 1.475
H 1.171 -2.872 1.606
H 1.017 -4.347 0.625
C 2.113 2.949 4.147
Si 0.574 3.573 3.234
C -0.940 2.799 4.116
C 0.443 5.454 3.334
C 0.648 3.104 1.473
C 0.650 2.915 0.230
H 2.124 3.214 5.213
H 3.006 3.381 3.674
H 2.162 1.850 4.068
H -1.008 3.113 5.164
H -1.861 3.116 3.599
H -0.869 1.699 4.088
H 1.323 5.892 2.845
H -0.453 5.773 2.780
H 0.376 5.866 4.369
```

Expectation value of S² = 12.032
Kohn-Sham gap (alpha / beta) = 4.52 / 4.66 eV
Multiplicity = 7
Net charge = -1
LUMO (alpha / beta) = 2.65 / 2.61 eV



5.
# C30H54F7O18

A 7-piece molecular cluster, C30H54F7O18 overall (ωB97M-V/def2-TZVPD, OMol25).

Geometry as XYZ:
```
109
Properties=species:S:1:pos:R:3
C -0.827 4.191 -4.908
C 0.245 4.358 -3.803
C -0.265 3.812 -2.466
C 0.799 3.518 -1.538
F 1.847 2.843 -2.127
F 1.460 4.631 -0.903
C 0.354 2.615 -0.347
F 1.027 2.902 0.802
F 0.649 1.320 -0.624
C -1.158 2.637 -0.002
F -1.297 2.066 1.237
F -1.663 3.873 0.099
F -1.892 1.886 -0.828
H -1.563 3.480 -4.547
H -1.348 5.126 -5.091
H -0.419 3.782 -5.830
H 1.156 3.867 -4.124
H 0.450 5.431 -3.730
H -0.853 4.612 -2.013
C 3.343 -4.707 0.365
C 3.078 -5.008 -1.096
O 1.883 -4.355 -1.538
C 2.017 -3.037 -1.735
O 3.041 -2.420 -1.602
O 0.836 -2.534 -2.050
C 0.838 -1.093 -2.150
H 2.477 -4.972 0.971
H 4.206 -5.271 0.721
H 3.540 -3.648 0.518
H 2.908 -6.074 -1.241
H 3.919 -4.717 -1.726
H 1.592 -0.747 -2.851
H 1.017 -0.677 -1.173
H -0.145 -0.794 -2.498
C 4.918 -3.071 6.960
C 5.960 -3.886 6.223
O 5.740 -3.879 4.808
C 6.102 -2.753 4.190
O 6.614 -1.798 4.708
O 5.792 -2.871 2.902
C 6.035 -1.689 2.131
H 3.915 -3.414 6.702
H 5.057 -3.169 8.037
H 4.985 -2.016 6.697
H 5.897 -4.933 6.517
H 6.970 -3.539 6.442
H 7.061 -1.349 2.250
H 5.342 -0.902 2.424
H 5.858 -1.956 1.093
C -3.052 4.711 2.697
C -3.401 6.179 2.793
O -4.825 6.402 2.789
C -5.452 6.143 3.927
O -4.953 5.782 4.960
O -6.757 6.371 3.740
C -7.568 6.068 4.874
H -3.527 4.264 1.825
H -1.975 4.586 2.608
H -3.391 4.165 3.576
H -3.028 6.708 1.919
H -2.960 6.643 3.675
H -7.211 6.585 5.761
H -7.584 4.993 5.051
H -8.572 6.409 4.635
C 0.551 -5.814 -4.533
C 1.059 -7.081 -5.184
O 0.935 -8.223 -4.317
C -0.288 -8.725 -4.203
O -1.274 -8.349 -4.777
O -0.235 -9.748 -3.345
C -1.502 -10.346 -3.073
H 1.043 -5.650 -3.574
H 0.744 -4.955 -5.175
H -0.520 -5.867 -4.344
H 2.124 -6.996 -5.389
H 0.555 -7.282 -6.130
H -2.001 -10.643 -3.993
H -2.133 -9.658 -2.514
H -1.304 -11.226 -2.468
C -7.050 4.028 -6.947
C -6.187 2.809 -6.695
O -5.296 3.000 -5.594
C -5.852 2.912 -4.385
O -7.009 2.660 -4.158
O -4.908 3.134 -3.483
C -5.367 3.132 -2.130
H -6.426 4.913 -7.076
H -7.650 3.886 -7.846
H -7.721 4.213 -6.109
H -5.544 2.623 -7.553
H -6.792 1.917 -6.533
H -5.902 2.214 -1.901
H -6.007 3.995 -1.951
H -4.486 3.199 -1.497
C 3.291 2.244 2.731
C 3.038 0.754 2.736
O 3.819 0.054 3.730
C 3.396 0.152 4.980
O 2.419 0.734 5.370
O 4.243 -0.539 5.756
C 3.942 -0.471 7.147
H 4.358 2.451 2.622
H 2.761 2.697 1.899
H 2.958 2.712 3.657
H 3.349 0.323 1.785
H 1.982 0.527 2.871
H 2.914 -0.768 7.342
H 4.115 0.536 7.524
H 4.619 -1.162 7.643
```

Energy relative to the best compared isomer or geometry (same formula, charge and spin) = 62.6 kJ/mol
Kohn-Sham gap = 5.20 eV
Net charge = -1
LUMO = 2.09 eV